{"formula": "C26H16Cl3CoN5O2Se", "method": "ωB97M-V with the def2-TZVPD basis set", "elements": ["Co", "Cl", "C", "C", "C", "N", "C", "O", "C", "C", "C", "C", "C", "N", "C", "C", "C", "Cl", "N", "C", "O", "C", "C", "C", "C", "C", "N", "H", "H", "H", "H", "H", "H", "H", "H", "H", "H", "Cl", "C", "C", "C", "C", "C", "C", "C", "H", "H", "H", "H", "H", "H", "Se", "C", "N"], "xyz": [[-0.421, -1.035, -0.332], [-4.724, -0.112, 4.731], [-3.301, -0.530, 3.820], [-3.164, -0.027, 2.533], [-2.060, -0.394, 1.771], [-1.786, -0.040, 0.462], [-2.490, 0.829, -0.275], [-3.457, 1.516, 0.064], [-1.930, 0.899, -1.655], [-2.483, 1.755, -2.596], [-1.930, 1.840, -3.856], [-0.837, 1.028, -4.139], [-0.358, 0.189, -3.156], [-0.863, 0.116, -1.927], [-1.075, -1.263, 2.322], [-1.207, -1.718, 3.630], [-2.328, -1.355, 4.365], [-2.498, -1.976, 5.985], [-0.087, -1.595, 1.412], [0.997, -2.340, 1.674], [1.399, -2.753, 2.765], [1.692, -2.665, 0.399], [2.757, -3.551, 0.368], [3.302, -3.926, -0.842], [2.735, -3.409, -2.001], [1.681, -2.524, -1.886], [1.172, -2.123, -0.724], [-3.902, 0.635, 2.109], [-3.338, 2.341, -2.289], [-2.324, 2.513, -4.607], [-0.357, 1.046, -5.108], [0.492, -0.441, -3.372], [-0.447, -2.352, 4.056], [3.123, -3.926, 1.314], [4.134, -4.616, -0.896], [3.088, -3.701, -2.980], [1.208, -2.135, -2.775], [4.124, 1.887, 1.695], [2.783, 2.894, 1.199], [2.707, 4.165, 1.724], [1.654, 5.011, 1.385], [0.675, 4.533, 0.507], [0.759, 3.276, -0.037], [1.833, 2.368, 0.263], [1.937, 1.125, -0.340], [3.485, 4.500, 2.401], [1.596, 6.008, 1.806], [-0.170, 5.169, 0.258], [-0.018, 2.922, -0.707], [2.735, 0.437, -0.099], [1.279, 0.871, -1.152], [-2.375, -3.819, -3.752], [-1.874, -3.031, -2.254], [-1.541, -2.516, -1.264]], "total_charge": -2, "relative_energy_kcal_mol": 23.29, "spin_multiplicity": 2, "s2": 0.759, "homo_energy_ev": [-0.14, -0.16], "total_energy_ev": -179311.7124}